1.
A cluster of 7 separate species, C22H25F17N6O2PS2 in total. Source: the Open Molecules 2025 dataset; level of theory: ωB97M-V/def2-TZVPD.

Atoms and positions in Å:
1 O -0.8485 -2.5807 3.0974
2 P 0.1798 -3.7212 2.3723
3 O -0.8630 -4.9107 1.7402
4 S 1.5003 -4.4118 3.5929
5 S 1.1866 -2.8804 0.6453
6 C 2.7263 -1.9419 1.2097
7 C 2.7098 -0.5449 0.4245
8 C 2.8725 0.7319 1.3431
9 F 3.4130 1.8482 0.7099
10 F 3.7991 0.3790 2.3681
11 C 1.5267 1.1309 2.1461
12 F 1.9877 1.9269 3.2297
13 F 0.9189 0.0091 2.7271
14 C 0.5369 2.0652 1.3056
15 F 1.0627 3.3728 1.4255
16 F 0.6725 1.7222 -0.0405
17 C -0.9537 2.1436 1.8541
18 F -0.8525 2.1607 3.2538
19 F -1.4514 3.4190 1.5015
20 C -1.9767 1.0893 1.2681
21 F -2.1213 1.4082 -0.1077
22 F -1.5323 -0.2399 1.3063
23 C -3.4558 1.1235 1.8535
24 F -4.0671 2.2746 1.3035
25 F -3.5332 1.2985 3.2409
26 C -4.3536 -0.1522 1.5232
27 F -3.9889 -1.2935 2.2697
28 F -5.6512 0.1686 1.9838
29 C -4.5161 -0.5182 -0.0127
30 F -4.7649 0.5497 -0.8512
31 F -3.4661 -1.2588 -0.5520
32 F -5.6513 -1.3518 -0.1046
33 H -0.4705 -2.3013 3.9611
34 H -1.7967 -4.5973 1.8128
35 H 0.2517 -1.9893 0.1187
36 H 3.6594 -2.5171 0.8692
37 H 2.6512 -1.8027 2.3290
38 H 3.6093 -0.5584 -0.2900
39 H 1.7917 -0.5015 -0.2395
40 C 5.5909 0.7713 -3.1389
41 C 5.1777 -0.4410 -2.3681
42 N 4.8532 -1.3904 -1.7635
43 H 5.0503 0.8112 -4.0816
44 H 5.3698 1.6694 -2.5637
45 H 6.6621 0.7329 -3.3428
46 C 0.4743 2.9042 6.2314
47 C 0.6739 2.0716 7.4564
48 N 0.8293 1.4203 8.4145
49 H 0.6090 2.2901 5.3409
50 H -0.5330 3.3225 6.2272
51 H 1.1986 3.7195 6.2144
52 C -6.7542 -1.9819 -3.0600
53 C -7.5871 -3.0032 -3.7648
54 N -8.2390 -3.8020 -4.3159
55 H -6.8696 -1.0101 -3.5430
56 H -7.0684 -1.9013 -2.0193
57 H -5.7035 -2.2728 -3.0930
58 C 7.5767 -4.1199 0.0201
59 C 6.6371 -3.1979 0.7258
60 N 5.9034 -2.4750 1.2788
61 H 7.6414 -3.8461 -1.0336
62 H 8.5685 -4.0520 0.4684
63 H 7.2181 -5.1467 0.1009
64 C -8.6185 2.3785 -3.6588
65 C -7.3929 1.7117 -4.1946
66 N -6.4342 1.1891 -4.6145
67 H -8.9460 3.1587 -4.3467
68 H -9.4180 1.6459 -3.5433
69 H -8.4019 2.8266 -2.6884
70 C 5.3216 2.8197 -6.8232
71 C 4.9493 3.0151 -5.3888
72 N 4.6570 3.1684 -4.2663
73 H 5.0700 1.8057 -7.1366
74 H 4.7785 3.5308 -7.4466
75 H 6.3930 2.9777 -6.9523

Cartesian forces, eV/Å:
1.5 -1.6 -1.8
-2.2 -1.5 3.2
1.2 3.4 0.7
-0.5 0.6 -1.2
-0.1 -0.1 -0.7
0.3 1.5 0.1
0.7 0.1 -0.9
0.7 -0.9 1.2
-1.3 -2.1 0.8
-1.6 0.6 -1.8
1.5 1.4 1.8
-1.2 -1.6 -1.8
0.8 1.5 -1.4
1.7 1.4 -0.4
-1.2 -2.6 -0.3
-0.9 0.3 2.0
-0.2 2.2 0.7
-0.4 -0.6 -2.5
0.7 -2.7 0.5
-0.7 -0.6 -1.7
0.5 -0.6 2.6
-0.2 2.1 0.3
-1.2 1.9 1.1
1.1 -2.4 0.9
0.7 -0.6 -2.4
-1.8 -0.5 1.3
-0.1 2.3 -1.8
2.6 -0.3 -1.1
-1.6 -1.6 -2.3
0.8 -1.8 2.0
-1.6 1.6 1.4
2.4 1.6 0.4
-0.1 -0.3 -0.6
0.6 -0.3 -0.1
0.8 -0.3 0.7
-1.6 0.4 0.7
0.2 -0.4 -1.3
-1.3 0.1 1.1
1.1 0.5 0.8
-0.1 -1.0 0.6
-0.3 -1.3 0.7
0.7 2.1 -1.4
0.0 -0.1 0.2
0.0 -0.1 -0.1
-0.1 -0.1 0.1
0.1 -0.5 0.7
0.2 -0.8 1.2
-0.4 1.4 -2.2
0.0 0.0 0.1
0.1 0.0 0.1
0.0 -0.1 0.0
-0.6 -0.5 -0.4
-0.8 -1.0 -0.7
1.4 1.8 1.2
0.0 -0.1 0.0
0.0 -0.1 -0.1
-0.1 0.0 0.0
-0.5 0.5 0.4
-0.9 0.9 0.7
1.5 -1.6 -1.2
-0.1 0.0 0.1
-0.1 0.0 0.0
0.0 0.1 0.0
0.7 -0.4 -0.3
1.2 -0.6 -0.6
-2.1 1.2 1.0
0.1 -0.1 0.0
0.1 0.0 0.0
0.0 -0.1 -0.1
-0.2 0.1 0.8
-0.4 0.4 1.4
0.6 -0.1 -2.8
0.0 0.1 0.1
0.0 0.0 0.1
-0.1 0.0 0.1

Values from the calculation:
spin multiplicity: 1
charge: +1
frontier orbital gap: 8.87 eV
HOMO energy: -0.471 hartree
calculated total energy: -113401.5458 eV

=====

2.
A cluster of 7 separate species, C22H25F3N2O25S in total. Source: the Open Molecules 2025 dataset; level of theory: ωB97M-V/def2-TZVPD.

Atoms and positions in Å:
1 O 3.1957 -0.3290 -1.1456
2 C 4.3063 0.0847 -1.0866
3 F 5.2324 -0.6166 -0.4952
4 N 4.8191 1.2988 -1.6137
5 C 4.1161 2.4709 -1.3120
6 O 4.2619 3.4703 -1.9584
7 O 3.3795 2.4016 -0.1641
8 S 2.1282 3.5253 -0.0479
9 O 1.8409 3.5031 1.3417
10 O 0.8093 2.6710 -0.7149
11 N 1.1790 1.5318 -1.4425
12 C 0.6228 0.4208 -0.7096
13 O 0.9437 0.1461 0.4034
14 F -0.2784 -0.2612 -1.3719
15 C 0.6144 1.6584 -2.7725
16 O 0.0569 2.6474 -3.0806
17 F 0.7913 0.6761 -3.5879
18 H 4.9331 1.2481 -2.6174
19 C -3.5238 1.8789 -3.0942
20 C -2.7842 0.9579 -4.0347
21 O -2.9835 -0.3267 -3.4318
22 C -4.1056 -0.2633 -2.6719
23 O -4.6371 -1.1992 -2.1765
24 O -4.5389 1.0168 -2.5601
25 H -3.9672 2.7342 -3.5958
26 H -2.8930 2.2333 -2.2756
27 H -3.2148 0.9447 -5.0378
28 H -1.7301 1.2031 -4.0981
29 C 2.6960 -2.2028 2.0378
30 C 2.2401 -1.3981 3.2283
31 O 3.4550 -1.2529 3.9838
32 C 4.5006 -1.3906 3.1323
33 O 5.6307 -1.1598 3.4096
34 O 4.0791 -1.8202 1.9190
35 H 2.1470 -1.9626 1.1330
36 H 2.6414 -3.2787 2.2102
37 H 1.8770 -0.4073 2.9447
38 H 1.4763 -1.8988 3.8155
39 C 5.3486 -4.7856 -0.1440
40 C 4.9039 -3.5578 -0.9014
41 O 4.0401 -4.1060 -1.9037
42 C 3.5782 -5.2994 -1.4503
43 O 2.7200 -5.9291 -1.9662
44 O 4.2392 -5.6719 -0.3231
45 H 5.5241 -4.5916 0.9114
46 H 6.2410 -5.2449 -0.5743
47 H 4.3362 -2.8682 -0.2819
48 H 5.7324 -3.0227 -1.3581
49 C -2.2635 -2.1935 3.6951
50 C -2.5709 -3.6592 3.4934
51 O -1.9077 -3.9434 2.2521
52 C -0.9235 -3.0311 2.0911
53 O -0.0774 -3.0764 1.2590
54 O -1.0161 -2.0454 3.0114
55 H -2.1649 -1.9154 4.7373
56 H -3.0018 -1.5440 3.2234
57 H -2.1381 -4.2892 4.2731
58 H -3.6351 -3.8669 3.4206
59 C -7.9042 3.3122 -5.4698
60 C -8.1581 4.0378 -4.1679
61 O -6.8341 4.2129 -3.6540
62 C -5.9718 4.1725 -4.6939
63 O -4.8182 4.4460 -4.6200
64 O -6.5958 3.7735 -5.8257
65 H -8.6237 3.5613 -6.2452
66 H -7.8734 2.2284 -5.3460
67 H -8.6104 5.0200 -4.3164
68 H -8.7679 3.4669 -3.4729
69 C 0.9309 2.7035 5.0023
70 C 1.7081 1.4771 5.4259
71 O 0.6628 0.5647 5.7847
72 C -0.4618 0.9373 5.1293
73 O -1.4557 0.2898 5.0785
74 O -0.2995 2.1397 4.5355
75 H 1.4195 3.2670 4.2116
76 H 0.7155 3.3726 5.8374
77 H 2.2885 1.0445 4.6097
78 H 2.3675 1.6584 6.2702

Cartesian forces, eV/Å:
0.5 0.2 -0.2
-1.1 -0.5 0.0
1.0 0.0 0.2
-1.0 0.1 0.5
0.8 0.7 -0.5
-0.4 -0.3 0.1
-0.4 -0.5 -0.3
0.2 0.5 0.0
-0.2 0.1 0.6
1.0 -0.3 0.1
-1.5 -1.2 -1.1
1.3 -0.6 2.3
-0.5 0.6 -1.2
-0.2 0.0 -0.6
-0.4 2.2 1.1
-0.3 0.4 -0.7
0.7 -1.3 0.0
0.5 0.0 -0.1
0.0 0.2 0.0
0.0 0.1 -0.1
0.0 0.1 0.1
0.0 0.1 0.0
-0.1 -0.2 0.1
0.1 -0.1 -0.1
-0.1 -0.1 0.1
0.0 -0.1 0.0
0.0 0.0 0.0
0.1 -0.2 0.0
-0.2 -0.1 -0.3
-0.2 0.0 0.0
0.1 0.0 -0.1
-0.2 0.0 0.0
0.3 0.1 0.0
-0.1 0.0 0.2
0.2 0.0 0.0
0.0 0.0 0.0
0.0 0.0 -0.1
0.1 0.0 0.1
0.2 0.0 0.1
0.1 0.1 0.0
0.1 -0.1 0.1
0.1 0.0 0.1
-0.1 -0.1 -0.1
0.0 0.1 -0.1
-0.2 -0.1 0.0
0.0 0.0 0.0
0.0 -0.1 0.0
-0.1 0.0 -0.2
-0.4 0.0 0.3
-0.1 -0.1 0.1
0.1 0.1 0.1
-0.2 0.0 0.1
0.2 -0.1 -0.2
0.0 -0.1 0.0
0.2 0.1 0.0
0.0 0.0 0.0
0.0 0.0 0.0
0.0 -0.1 -0.2
-0.2 -0.1 -0.1
-0.2 0.0 0.1
0.0 0.0 -0.1
-0.1 0.0 0.0
0.2 0.1 -0.1
0.0 0.0 0.1
0.2 0.1 -0.1
0.0 0.0 0.0
0.0 0.0 0.0
0.2 0.0 0.1
0.2 0.2 0.0
0.2 0.1 0.0
0.0 0.1 -0.1
0.2 0.1 -0.1
-0.2 -0.1 0.1
0.0 -0.1 0.1
-0.2 -0.1 -0.1
0.0 0.0 0.0
0.0 0.0 0.0
-0.1 -0.1 0.1

Values from the calculation:
spin multiplicity: 1
ΔE to the lowest compared entry with this formula, charge and spin: 0.00 kcal per mole
frontier orbital gap: 10.63 eV
HOMO energy: -0.397 hartree
calculated total energy: -96373.2486 eV